No. 1
# C4H5N3O

A cluster of 2 separate species, C4H5N3O in total in a non-equilibrium geometry (ωB97M-V/def2-TZVPD, the Open Molecules 2025 dataset).

Computed properties:
Energy   -394.832942 a.u.
Relative energy (zero: lowest compared OMol25 entry of this formula, charge and spin)   353.4 kJ/mol
Kohn-Sham gap   9.03 eV
HOMO level   -9.0 eV

The geometry in XYZ format:
```
13
C4H5N3O (ωB97M-V/def2-TZVPD)
N -0.566 -1.179 2.008
C 0.010 -1.394 0.834
C 0.125 -0.308 -0.171
N -0.368 -0.331 -1.395
C -0.027 0.865 -1.959
C 0.600 1.661 -1.026
N 0.610 0.929 0.124
H -0.327 1.132 -2.969
H 0.960 2.684 -1.062
H 0.874 1.283 1.035
O -0.537 -2.498 0.423
H -0.171 -0.406 2.531
H -1.182 -2.439 1.629
```

No. 2
# C18H18N7O6

A cluster of 2 separate species, C18H18N7O6 in total in a non-equilibrium geometry (ωB97M-V/def2-TZVPD, the Open Molecules 2025 dataset).

Computed properties:
Charge   -1
Energy   -1531.266162 a.u.
Relative energy (zero: lowest compared OMol25 entry of this formula, charge and spin)   0.0 kJ/mol
Kohn-Sham gap   5.55 eV
HOMO level   -4.5 eV

The geometry in XYZ format:
```
49
C18H18N7O6 (ωB97M-V/def2-TZVPD)
C -3.449 2.570 1.788
C -1.971 2.325 2.047
N -1.714 1.086 2.799
C -1.023 1.267 4.083
C 0.491 1.253 4.041
C -1.624 -0.163 2.181
C -2.296 -0.324 0.914
C -2.319 -1.490 0.097
C -2.654 -1.327 -1.374
C -2.929 -0.101 -2.007
C -3.140 -0.020 -3.391
C -3.101 -1.178 -4.178
C -2.849 -2.416 -3.563
C -2.633 -2.483 -2.186
O -2.096 -2.664 0.495
O -0.978 -1.043 2.783
H -3.559 3.510 1.238
H -3.907 1.768 1.204
H -3.980 2.657 2.742
H -1.402 2.285 1.102
H -1.549 3.132 2.663
H -1.378 2.229 4.469
H -1.365 0.477 4.768
H 0.860 1.240 5.072
H 0.830 0.346 3.535
H 0.888 2.137 3.530
H -2.628 0.605 0.470
H -2.960 0.810 -1.412
H -3.319 0.956 -3.849
H -3.245 -1.114 -5.259
H -2.805 -3.330 -4.158
H -2.427 -3.448 -1.722
O -3.879 -1.201 7.826
N -4.684 -1.334 6.891
O -5.914 -1.110 6.997
C -4.244 -1.791 5.569
C -5.137 -1.894 4.516
C -4.676 -2.328 3.261
N -5.604 -2.617 2.204
O -6.816 -2.369 2.386
O -5.150 -3.142 1.167
C -3.326 -2.573 3.045
N -2.573 -2.776 4.164
N -1.295 -3.279 4.239
N -0.864 -3.004 5.434
N -1.814 -2.394 6.196
C -2.910 -2.295 5.418
H -6.177 -1.621 4.649
H -2.857 -2.705 2.074
```

No. 3
# C5H14N4O

A cluster of 3 separate species, C5H14N4O in total in a non-equilibrium geometry (ωB97M-V/def2-TZVPD, the Open Molecules 2025 dataset).

Computed properties:
Charge   +2
Energy   -492.363322 a.u.
Relative energy (zero: lowest compared OMol25 entry of this formula, charge and spin)   485.6 kJ/mol
Kohn-Sham gap   9.10 eV
HOMO level   -16.5 eV

The geometry in XYZ format:
```
24
C5H14N4O (ωB97M-V/def2-TZVPD)
C -8.878 -1.242 -0.119
C 6.374 0.009 1.315
C 8.006 -1.488 0.150
C 6.064 -0.321 -1.148
C 6.754 -0.621 0.107
N -7.302 0.643 1.057
N -8.719 -0.035 -0.129
N -7.036 1.880 0.633
N -8.561 1.053 -1.198
O -9.241 -2.253 0.139
H 7.210 0.739 1.468
H 5.350 0.535 1.040
H 6.400 -0.731 2.219
H 8.220 -1.559 1.147
H 8.878 -1.147 -0.434
H 7.735 -2.506 -0.363
H 5.207 0.348 -1.179
H 6.846 0.270 -1.863
H 5.801 -1.200 -1.660
H -7.902 0.862 1.790
H -7.433 2.745 0.783
H -6.281 2.046 -0.032
H -8.052 0.707 -2.005
H -9.439 1.266 -1.718
```

No. 4
# C58H30BrF15GeN6O3S5Ta

A structure of composition C58H30BrF15GeN6O3S5Ta in a non-equilibrium geometry (ωB97M-V/def2-TZVPD, the Open Molecules 2025 dataset).

Computed properties:
Charge   +1
Energy   -10979.334842 a.u.
Relative energy (zero: lowest compared OMol25 entry of this formula, charge and spin)   96.6 kJ/mol
Kohn-Sham gap   6.61 eV
HOMO level   -10.1 eV

The geometry in XYZ format:
```
120
C58H30BrF15GeN6O3S5Ta (ωB97M-V/def2-TZVPD)
Ta 1.036 -0.153 0.318
Br -4.817 4.277 2.674
C -3.336 3.157 2.335
C -2.321 3.049 3.285
C -1.220 2.250 3.052
C -1.120 1.557 1.848
O -0.089 0.779 1.565
C -2.129 1.677 0.882
C -2.030 1.016 -0.399
N -1.065 0.292 -0.859
C -1.252 -0.111 -2.228
C -1.560 0.818 -3.183
C -1.693 0.450 -4.538
C -1.504 -0.845 -4.919
C -1.172 -1.827 -3.954
C -0.955 -3.183 -4.291
C -0.614 -4.070 -3.314
C -0.478 -3.595 -1.993
N -0.684 -2.354 -1.634
C -1.038 -1.466 -2.597
C -3.251 2.476 1.144
H -2.392 3.600 4.214
H -0.436 2.176 3.785
H -2.896 1.166 -1.044
H -1.653 1.862 -2.906
H -1.925 1.209 -5.272
H -1.594 -1.137 -5.957
H -1.055 -3.495 -5.323
H -0.434 -5.113 -3.532
H -0.174 -4.285 -1.210
H -4.036 2.565 0.403
O 2.027 -1.750 -0.202
C 2.348 -2.963 0.265
C 3.568 -3.541 -0.070
C 3.901 -4.778 0.446
C 3.029 -5.451 1.299
C 1.812 -4.886 1.614
C 1.453 -3.640 1.090
C 0.167 -3.033 1.356
N -0.183 -1.760 1.164
C -1.501 -1.646 1.575
C -1.945 -2.847 1.997
N -0.882 -3.709 1.853
H 4.228 -3.017 -0.747
H 4.853 -5.222 0.188
H 3.306 -6.409 1.716
H 1.149 -5.406 2.295
H -2.039 -0.722 1.545
H -2.897 -3.162 2.382
H -0.880 -4.692 2.070
F 5.847 2.544 -2.642
C 4.970 2.604 -3.653
C 3.990 1.636 -3.796
C 3.156 1.761 -4.898
F 2.200 0.844 -5.113
C 3.261 2.798 -5.805
F 2.435 2.881 -6.846
C 4.242 3.758 -5.618
F 4.358 4.766 -6.475
C 5.104 3.660 -4.539
F 6.054 4.575 -4.364
Ge 3.670 0.132 -2.577
S 1.539 0.420 -2.051
C 4.974 0.125 -1.114
C 5.939 -0.858 -0.936
F 6.041 -1.891 -1.784
C 6.846 -0.839 0.108
F 7.736 -1.818 0.245
C 6.818 0.206 1.018
F 7.673 0.234 2.030
C 5.893 1.223 0.855
F 5.851 2.237 1.717
C 5.009 1.169 -0.203
F 4.149 2.195 -0.338
C 3.869 -1.476 -3.677
C 4.899 -1.531 -4.604
F 5.794 -0.531 -4.655
C 5.076 -2.590 -5.472
F 6.078 -2.600 -6.345
C 4.194 -3.658 -5.414
F 4.342 -4.689 -6.237
C 3.165 -3.649 -4.489
F 2.323 -4.683 -4.420
C 3.020 -2.568 -3.637
F 2.016 -2.623 -2.752
S 1.876 3.605 6.103
C 1.967 2.248 5.175
S 2.937 2.128 3.733
C 2.253 0.579 3.395
N 1.436 0.148 4.284
N 1.286 1.071 5.287
C 0.330 0.753 6.305
C 0.628 0.977 7.639
C -0.319 0.659 8.600
C -1.542 0.119 8.231
C -1.820 -0.113 6.891
C -0.884 0.204 5.920
S 2.717 -0.416 2.028
H 1.582 1.398 7.921
H -0.095 0.831 9.644
H -2.276 -0.126 8.986
H -2.770 -0.542 6.599
H -1.081 0.017 4.873
C 2.309 4.056 -1.220
S 0.977 3.147 -0.449
O 1.692 2.040 0.338
C 0.484 4.364 0.739
C 1.341 4.751 1.761
C 0.900 5.679 2.688
C -0.374 6.226 2.569
C -1.208 5.857 1.524
C -0.783 4.909 0.603
H 3.064 4.273 -0.466
H 1.892 4.977 -1.625
H 2.713 3.425 -2.008
H 2.330 4.322 1.827
H 1.542 5.969 3.508
H -0.716 6.949 3.298
H -2.196 6.289 1.435
H -1.435 4.590 -0.200
```

No. 5
# C17H51NO12

A cluster of 9 separate species, C17H51NO12 in total in a non-equilibrium geometry (ωB97M-V/def2-TZVPD, the Open Molecules 2025 dataset).

Computed properties:
Energy   -1635.531040 a.u.
Relative energy (zero: lowest compared OMol25 entry of this formula, charge and spin)   460.7 kJ/mol
Kohn-Sham gap   9.76 eV
HOMO level   -9.4 eV

The geometry in XYZ format:
```
81
C17H51NO12 (ωB97M-V/def2-TZVPD)
C 72.952 -35.833 15.895
O 72.614 -37.229 16.179
C 71.428 -37.359 16.846
C 71.114 -38.878 16.932
N 69.837 -39.106 17.775
H 70.117 -38.899 18.864
H 69.155 -38.537 17.360
C 69.415 -40.531 17.690
C 68.144 -40.721 18.386
O 67.486 -41.961 18.164
C 66.338 -42.237 18.831
H 72.187 -35.233 15.397
H 74.025 -35.949 15.460
H 73.289 -35.548 16.791
H 70.717 -36.587 16.307
H 71.537 -36.956 17.827
H 71.897 -39.326 17.513
H 70.857 -39.134 15.926
H 70.150 -41.306 18.253
H 69.419 -40.620 16.662
H 67.363 -39.911 18.220
H 68.171 -40.457 19.472
H 66.168 -43.314 18.472
H 65.595 -41.556 18.597
H 66.489 -42.303 19.954
C 69.359 -37.705 20.472
O 68.394 -37.418 19.505
O 69.147 -37.134 21.591
O 70.330 -38.469 20.320
H 68.328 -36.535 21.452
C 71.028 -33.402 18.931
C 70.313 -34.756 19.472
O 69.321 -35.076 18.585
H 71.972 -33.326 19.557
H 70.361 -32.477 18.878
H 71.464 -33.667 17.920
H 69.996 -34.534 20.566
H 71.201 -35.512 19.539
H 68.745 -35.962 18.910
C 75.126 -38.962 19.350
C 73.870 -39.188 20.102
O 73.042 -37.953 20.175
H 75.542 -39.982 19.395
H 75.878 -38.296 19.764
H 74.999 -38.402 18.390
H 73.834 -39.662 21.119
H 73.173 -39.875 19.570
H 72.151 -38.250 20.220
C 73.109 -38.256 24.400
C 72.120 -37.798 23.232
O 70.792 -37.496 23.837
H 74.024 -38.481 24.132
H 72.876 -39.414 24.907
H 73.364 -37.514 25.118
H 72.082 -38.599 22.463
H 72.567 -36.854 22.740
H 70.156 -37.590 23.105
C 67.506 -37.553 15.044
O 67.985 -37.643 16.453
H 66.484 -36.811 14.945
H 67.089 -38.487 14.800
H 68.338 -37.389 14.669
H 67.231 -37.769 17.005
C 69.122 -40.471 22.680
O 70.239 -40.577 21.851
H 69.190 -41.408 23.081
H 68.377 -40.453 22.039
H 69.098 -39.551 23.158
H 70.245 -40.026 21.200
C 65.812 -34.910 21.997
O 67.029 -35.511 22.665
H 65.592 -33.820 22.275
H 65.079 -35.700 22.441
H 65.860 -34.933 20.905
H 67.486 -34.830 23.240
C 66.012 -38.686 21.489
O 66.056 -38.325 20.155
H 65.427 -38.109 22.037
H 66.958 -38.562 22.106
H 65.622 -39.792 21.687
H 67.052 -37.912 19.937
```

What is the formula in the second record? C18H18N7O6